--- i ---
ORCA calculation (wB97M-V/def2-TZVPD) on a cluster of 2 separate species, C6H7N3O2 in total.

Geometry as ORCA input:
```
! RIJCOSX wB97M-V def2-TZVPD def2/J DEFGRID3
* xyz 0 1
C -2.684 -0.703 0.409
C -1.721 -1.648 -0.170
C -0.859 -2.387 -0.575
C 2.598 0.858 -0.072
C 3.951 0.803 0.250
C 2.190 -0.441 0.084
H -4.207 1.787 -0.470
H -2.851 2.358 0.373
H -2.255 0.509 -1.186
H -0.124 -3.095 -0.880
H 2.008 1.752 -0.271
H 4.561 1.686 0.311
H 1.253 -0.961 -0.104
N -3.443 1.555 0.161
N -2.680 0.481 -0.261
N 4.402 -0.386 0.582
O -3.364 -0.954 1.389
O 3.225 -1.212 0.430
*
```

Its SMILES is C#CC(=O)NN.c1cnoc1.

***

--- ii ---
ORCA calculation (wB97M-V/def2-TZVPD) on a cluster of 2 separate species, C6H7N3O2 in total.

Geometry as ORCA input:
```
! RIJCOSX wB97M-V def2-TZVPD def2/J DEFGRID3
* xyz 0 1
C 0.516 -1.079 1.360
C -0.276 -1.567 -0.564
C -0.075 0.053 0.907
C 3.018 -1.880 -3.363
C -0.274 1.502 1.407
C -1.744 1.752 1.349
N -0.638 -0.268 -0.322
N 0.341 -2.117 0.480
N -2.343 2.519 0.362
O 3.485 -1.024 -2.726
O 2.550 -2.686 -3.994
H 0.835 -1.239 2.490
H -0.589 -2.230 -1.357
H 0.151 1.570 2.459
H 0.332 2.197 0.849
H -2.375 1.353 2.054
H -1.171 0.286 -1.086
H -1.743 2.857 -0.306
*
```

Its SMILES is [H]/N=C\Cc1cnc[nH]1.O=C=O.

***

Which one sits at the top of the stability order? ii does.

***

--- i ---
ORCA calculation (wB97M-V/def2-TZVPD) on a cluster of 9 separate species, C21H60O9 in total.

Geometry as ORCA input:
```
! RIJCOSX wB97M-V def2-TZVPD def2/J DEFGRID3
* xyz 0 1
O 10.554 -24.031 0.165
H 9.646 -23.764 0.387
H 10.483 -24.968 -0.091
O 7.942 -22.899 0.456
H 8.076 -22.083 -0.044
H 7.004 -22.902 0.678
C 9.165 -23.683 -3.296
C 9.266 -22.574 -4.364
C 10.652 -21.932 -4.480
O 8.948 -23.126 -5.631
H 8.105 -23.958 -3.264
H 9.434 -23.368 -2.287
H 9.727 -24.565 -3.603
H 8.509 -21.810 -4.132
H 10.616 -21.230 -5.310
H 11.340 -22.755 -4.675
H 10.930 -21.461 -3.540
H 8.014 -23.344 -5.675
C 14.150 -29.491 -1.570
C 13.801 -28.596 -0.394
C 13.790 -27.135 -0.817
O 12.568 -28.983 0.204
H 14.979 -29.131 -2.182
H 13.281 -29.568 -2.229
H 14.452 -30.504 -1.289
H 14.585 -28.689 0.374
H 13.201 -27.064 -1.737
H 14.798 -26.757 -0.963
H 13.320 -26.437 -0.120
H 12.515 -29.944 0.219
C 13.456 -23.725 -2.045
C 13.720 -22.934 -0.760
C 14.794 -21.879 -1.016
O 12.562 -22.238 -0.361
H 13.406 -23.088 -2.932
H 12.490 -24.232 -1.977
H 14.282 -24.408 -2.253
H 14.097 -23.623 0.010
H 14.763 -21.162 -0.189
H 14.660 -21.323 -1.944
H 15.827 -22.238 -1.010
H 11.831 -22.896 -0.310
C 8.227 -24.756 3.435
C 7.351 -23.828 4.266
C 6.742 -22.667 3.498
O 6.301 -24.546 4.906
H 7.565 -25.241 2.711
H 8.678 -25.544 4.046
H 9.071 -24.280 2.942
H 7.951 -23.346 5.049
H 7.506 -22.174 2.897
H 6.404 -21.931 4.230
H 5.880 -22.911 2.873
H 6.515 -25.482 4.932
C 11.813 -25.685 2.868
C 12.055 -25.644 4.369
C 13.170 -26.617 4.800
O 12.502 -24.320 4.711
H 11.171 -24.854 2.581
H 11.305 -26.593 2.534
H 12.753 -25.587 2.320
H 11.173 -25.835 4.980
H 14.032 -26.395 4.165
H 12.824 -27.640 4.633
H 13.482 -26.466 5.829
H 13.125 -24.006 4.049
C 8.220 -26.814 -0.813
C 9.481 -27.659 -0.845
C 10.026 -27.793 -2.268
O 10.469 -27.067 -0.019
H 7.340 -27.311 -1.207
H 8.448 -25.842 -1.258
H 8.016 -26.609 0.245
H 9.271 -28.663 -0.445
H 9.226 -28.038 -2.976
H 10.808 -28.545 -2.348
H 10.393 -26.816 -2.593
H 11.284 -27.598 0.065
C 10.279 -21.738 3.401
C 10.165 -20.315 3.944
C 10.448 -20.303 5.437
O 11.086 -19.467 3.266
H 9.933 -22.524 4.073
H 11.333 -22.002 3.272
H 9.776 -21.826 2.434
H 9.129 -19.998 3.755
H 9.615 -20.820 5.917
H 10.552 -19.290 5.818
H 11.340 -20.902 5.627
H 11.045 -19.683 2.328
*
```

Its SMILES is CC(C)O.CC(C)O.CC(C)O.CC(C)O.CC(C)O.CC(C)O.CC(C)O.O.O.

***

--- ii ---
ORCA calculation (wB97M-V/def2-TZVPD) on a cluster of 9 separate species, C21H60O9 in total.

Geometry as ORCA input:
```
! RIJCOSX wB97M-V def2-TZVPD def2/J DEFGRID3
* xyz 0 1
O 17.738 18.132 2.678
H 17.364 18.998 2.515
H 17.363 17.576 1.995
O 14.371 19.990 0.528
H 15.129 20.128 1.096
H 13.728 20.634 0.824
C 14.406 20.070 5.726
C 15.515 21.108 6.019
C 16.970 20.519 5.907
O 15.406 22.221 5.132
H 13.387 20.403 5.920
H 14.681 19.139 6.222
H 14.554 19.740 4.697
H 15.461 21.446 7.054
H 17.838 21.128 6.159
H 17.159 20.252 4.867
H 17.134 19.764 6.675
H 15.085 22.999 5.593
C 19.413 22.389 0.397
C 18.377 21.546 1.147
C 17.584 22.363 2.165
O 17.424 21.026 0.248
H 20.256 22.570 1.064
H 19.046 23.289 -0.097
H 19.591 21.751 -0.469
H 18.845 20.791 1.779
H 16.738 21.789 2.543
H 17.030 23.200 1.740
H 18.254 22.646 2.976
H 17.207 21.683 -0.417
C 19.626 18.332 5.262
C 20.814 18.237 4.241
C 20.783 16.945 3.551
O 20.480 19.255 3.373
H 19.574 19.372 5.584
H 19.739 17.558 6.021
H 18.604 18.052 5.007
H 21.789 18.453 4.676
H 19.812 16.449 3.562
H 21.404 16.345 4.216
H 21.208 16.892 2.549
H 19.626 19.083 2.971
C 17.856 12.885 4.702
C 16.863 14.034 4.910
C 17.544 15.433 4.899
O 15.909 13.977 3.890
H 18.629 13.078 3.957
H 17.415 11.889 4.710
H 18.445 12.994 5.613
H 16.285 13.838 5.814
H 16.894 16.254 5.203
H 17.919 15.699 3.911
H 18.471 15.497 5.468
H 15.915 14.739 3.307
C 21.030 19.036 -0.365
C 21.051 17.547 -0.511
C 19.894 16.809 0.041
O 21.088 17.102 -1.921
H 21.855 19.476 -0.924
H 21.025 19.284 0.696
H 20.102 19.428 -0.782
H 21.994 17.214 -0.078
H 19.686 17.160 1.052
H 20.191 15.770 0.181
H 18.981 16.880 -0.551
H 21.260 16.157 -1.926
C 14.398 14.810 0.489
C 14.046 16.325 0.703
C 13.708 16.732 2.132
O 15.169 17.193 0.502
H 15.093 14.692 -0.342
H 13.508 14.194 0.360
H 14.841 14.540 1.448
H 13.184 16.542 0.072
H 13.035 15.954 2.493
H 13.092 17.623 2.258
H 14.505 16.920 2.851
H 14.986 18.133 0.559
C 17.982 14.492 1.296
C 18.282 13.288 0.394
C 18.939 12.079 1.114
O 17.116 12.894 -0.281
H 17.478 14.112 2.184
H 17.435 15.218 0.695
H 18.796 15.061 1.746
H 18.924 13.624 -0.420
H 19.077 11.332 0.331
H 18.199 11.629 1.776
H 19.784 12.458 1.689
H 17.093 11.942 -0.162
*
```

Its SMILES is CC(C)O.CC(C)O.CC(C)O.CC(C)O.CC(C)O.CC(C)O.CC(C)O.O.O.

***

Which one sits at the top of the stability order? i does.

***

--- i ---
ORCA calculation (wB97M-V/def2-TZVPD) on a cluster of 2 separate species, C3H4N2OS in total.

Geometry as ORCA input:
```
! RIJCOSX wB97M-V def2-TZVPD def2/J DEFGRID3
* xyz 0 1
C -0.220 -0.577 0.647
C 2.207 -0.975 -0.572
C -1.028 0.078 -0.287
N 0.202 -0.962 1.658
N 2.520 -1.739 0.257
O 1.878 -0.163 -1.309
S 1.048 -1.537 2.825
H -0.684 0.246 -1.389
H -1.431 1.065 0.177
H -2.016 -0.573 -0.469
H 1.933 -2.402 0.697
*
```

Its SMILES is CC#[N+][S-].N=C=O.

***

--- ii ---
ORCA calculation (wB97M-V/def2-TZVPD) on a structure of composition C3H4N2OS.

Geometry as ORCA input:
```
! RIJCOSX wB97M-V def2-TZVPD def2/J DEFGRID3
* xyz 0 1
C -0.779 0.758 0.384
C 0.516 0.966 0.821
C 0.700 -0.142 -1.026
N -0.632 -0.282 -0.582
N 1.395 0.289 0.126
O -1.629 -1.888 1.125
S -0.467 -1.783 0.222
H -1.809 1.008 0.611
H 0.914 1.553 1.773
H 1.049 -1.018 -1.649
H 0.742 0.540 -1.806
*
```

***

--- iii ---
ORCA calculation (wB97M-V/def2-TZVPD) on a structure of composition C3H4N2OS.

Geometry as ORCA input:
```
! RIJCOSX wB97M-V def2-TZVPD def2/J DEFGRID3
* xyz 0 1
C -0.485 0.868 0.558
C 0.050 -0.248 0.077
C -0.213 -1.684 0.721
N 1.127 -0.130 -0.909
N 1.445 0.947 -1.379
O -0.426 2.657 -2.118
S 0.458 2.398 -1.003
H -1.148 1.058 1.462
H 0.109 -2.428 -0.095
H -1.320 -1.763 1.021
H 0.402 -1.674 1.663
*
```

***

Which one sits at the top of the stability order? i does.

***

--- i ---
ORCA calculation (wB97M-V/def2-TZVPD) on an isolated molecule of C3H4N2OS.

Geometry as ORCA input:
```
! RIJCOSX wB97M-V def2-TZVPD def2/J DEFGRID3
* xyz 0 1
C 0.053 0.415 -0.104
C 0.426 -0.883 0.152
C -1.283 1.120 -0.218
N 1.945 -1.067 0.061
N 2.468 0.014 -0.260
O -0.312 -1.915 0.627
S 1.492 1.330 -0.512
H -1.551 1.325 0.792
H -1.313 1.987 -0.787
H -2.016 0.381 -0.775
H 0.091 -2.707 1.025
*
```

Its SMILES is Cc1snnc1O.

***

--- ii ---
ORCA calculation (wB97M-V/def2-TZVPD) on an isolated molecule of C3H4N2OS.

Geometry as ORCA input:
```
! RIJCOSX wB97M-V def2-TZVPD def2/J DEFGRID3
* xyz 0 1
C 0.333 0.747 0.815
C -0.725 0.477 1.697
C -0.086 0.228 -0.455
N -1.655 -0.359 1.164
N -1.260 -0.505 -0.117
O 0.347 0.286 -1.643
S 1.710 -1.265 -2.103
H 1.300 1.102 0.734
H -0.941 0.883 2.758
H -1.806 -1.086 -0.717
H 2.783 -0.508 -2.132
*
```

Its SMILES is SOc1ccn[nH]1.

***

--- iii ---
ORCA calculation (wB97M-V/def2-TZVPD) on an isolated molecule of C3H4N2OS.

Geometry as ORCA input:
```
! RIJCOSX wB97M-V def2-TZVPD def2/J DEFGRID3
* xyz 0 1
C -0.330 1.350 -1.330
C -0.563 0.067 -0.903
C 0.677 0.259 1.373
N -0.045 2.379 -1.778
N -0.279 -0.408 0.555
O -0.891 -2.474 -1.043
S -0.963 -1.260 -1.908
H 0.396 0.012 2.436
H 1.684 0.177 0.986
H 0.660 1.393 1.209
H -0.346 -1.496 0.404
*
```

***

Which one sits at the top of the stability order? i does.